Below is a 2-piece molecular cluster, C6H18NO overall at a distorted geometry, with properties calculated with wB97M-V/def2-TZVPD.

Each line ends with the natural charge from an NBO analysis.
Cartesian coordinates (Å):
C: -2.24 -0.69 -1.18  -0.66
C: -1.39 0.60 -0.97  -0.43
C: 0.05 0.61 -1.55  -0.44
C: 1.07 1.49 -0.83  -0.41
C: 1.83 0.71 0.35  -0.45
C: 1.05 0.89 1.56  -0.21
N: -0.04 -0.24 1.63  -0.75
H: -1.61 -1.53 -1.19  0.21
H: -3.00 -0.63 -0.33  0.22
H: -3.07 -0.70 -1.88  0.26
H: -1.24 0.90 0.02  0.17
H: -1.82 1.57 -1.41  0.24
H: 0.46 -0.43 -1.78  0.20
H: -0.15 0.92 -2.59  0.24
H: 1.77 2.00 -1.47  0.25
H: 0.53 2.41 -0.36  0.20
H: 1.79 -0.42 0.14  0.22
H: 2.83 0.95 0.58  0.25
H: 0.56 1.87 1.80  0.23
H: 1.73 0.84 2.50  0.24
H: -0.47 -0.54 0.66  0.50
H: 0.49 -1.07 1.88  0.45
H: -0.69 -0.14 2.43  0.44
H: 0.04 -3.36 1.24  0.49
H: 0.86 -3.25 -0.04  0.51
O: 0.64 -2.77 0.78  -0.98

Summary:
- Net charge: +1
- Energy relative to the best compared isomer or geometry (same formula, charge and spin): 216.3 kJ/mol
- Gap between HOMO and LUMO: 11.065 eV